Version A
12
Properties=species:S:1:pos:R:3 method="wB97M-V/def2-TZVPD" gap_ev="7.63 / 5.77" lumo_ev="-3.710 / -5.006" total_charge=+1
O -2.94038 0.68592 0.70380
C -1.69337 0.15237 0.64959
C -0.74160 0.48339 -0.24433
Zn -3.95655 1.18256 1.79603
Li -0.22688 0.51728 -2.17619
H -1.46240 -0.47776 1.53498
C 1.71492 0.14826 -0.68706
C 0.53511 -0.25567 -0.12956
O 2.87690 -0.45364 -0.63287
H 1.70807 1.12411 -1.22968
H 0.57540 -1.21509 0.42006
Li 3.61079 -1.89175 -0.00479



Version B
12
Properties=species:S:1:pos:R:3 method="wB97M-V/def2-TZVPD" gap_ev="7.90 / 5.67" lumo_ev="-4.706 / -5.442" total_charge=+1
C -0.96530 -0.10833 -0.83285
O -0.90916 1.22559 -0.73701
Li -0.32462 1.10401 -2.90322
Li -1.41120 1.02794 1.29056
H -1.02654 -1.07525 -1.57658
C -0.53517 -1.03285 0.10567
C 0.06664 -0.51867 1.37061
C 1.32309 -0.02758 1.38446
O 2.17532 0.08881 0.28953
Zn 0.96944 0.89665 -0.88918
H -1.14706 -1.93885 0.19305
H 1.78456 0.35853 2.30495



Most stable to least stable: version A, version B